[1]
DFT (ωB97M-V with the def2-TZVPD basis set) results for a molecular structure, C36H56CaN3OP2 in a non-equilibrium geometry.

Structure (XYZ):
```
99
Properties=species:S:1:pos:R:3:forces:R:3:mulliken_charge:R:1
Ca 0.360232 0.169708 0.238249 -0.8093 -0.1715 0.1531 2.10
P -0.838580 -1.859640 1.886622 -0.0593 0.1882 -0.2351 0.63
P 0.343943 1.800375 -2.143991 -0.0944 -0.4317 0.4954 0.83
O 3.730774 0.218266 2.236162 -2.7734 0.0534 -1.8782 -0.16
N -1.722586 -0.135005 -0.888365 -0.0930 -0.2623 -0.1134 0.94
N 1.166717 -1.586981 -0.975180 0.1100 -3.1256 -2.0320 0.05
N 0.161830 2.097430 1.457587 -0.0273 3.2343 2.7106 -0.47
C 3.102500 1.324700 -2.062492 -0.0391 0.0705 -0.1061 -1.60
C 1.453125 5.866111 4.181402 -0.1098 -0.1637 -0.1226 -0.66
C 0.585006 5.844882 5.278524 -0.0442 -0.1662 -0.1382 -0.35
C -0.949173 0.820211 -3.050464 -0.3025 -0.2962 -0.0340 -0.81
C -0.976479 -1.509216 3.796773 0.0231 -0.5696 -0.7681 1.84
C 0.800273 -4.856953 -2.520980 -0.2819 -0.2646 0.1154 -1.68
C -2.318508 -1.959969 4.378091 -0.0518 -0.0386 0.3729 -1.84
C -2.058170 0.244280 -2.137567 -0.3780 -0.1660 -0.3648 -0.48
C -1.774006 3.440482 -1.342381 0.0577 -0.1474 -0.0113 -1.67
C 2.782433 0.234129 1.589595 2.8629 -0.1044 1.9162 0.32
C 1.225025 -2.580459 -1.593536 1.4998 2.1434 0.6523 -1.17
C -1.433438 -3.922058 0.028714 -0.0184 0.0865 0.1173 -1.66
C -0.427450 3.532291 -2.088384 0.5220 -0.1520 -0.3399 1.92
C 2.061635 -3.166120 -3.848897 -0.0092 0.4754 -0.2887 -1.85
C -0.847268 0.006192 4.030966 -0.0293 0.0026 -0.0964 -2.08
C 3.111332 -4.130533 -1.810433 0.3173 0.1841 0.5139 -1.58
C -0.441331 4.895599 5.354786 0.0810 -0.0310 -0.2265 -0.66
C 2.372059 2.881471 -3.889761 0.4291 -0.0637 -0.2517 -1.92
C -3.350323 0.094140 -2.638096 0.9904 0.5767 -0.4312 -0.89
C -2.350478 -1.256356 1.220250 -0.7775 1.0098 -0.2291 -0.95
C 0.284215 3.963471 3.240660 0.0496 1.0681 0.9465 0.50
C -0.607031 3.963571 4.331522 0.0657 -0.0430 -0.0240 -0.30
C -0.655063 4.076741 -3.504722 -0.1240 0.5143 0.0671 -1.63
C 0.599200 -4.239400 1.471590 -0.1628 -0.2162 0.0298 -1.47
C 2.001218 1.618977 -3.107126 -0.5540 0.3571 0.0171 2.08
C 0.496233 4.471484 -1.287182 -0.0404 0.0696 -0.0807 -1.54
C -2.677798 -0.705431 -0.066589 0.7514 -0.2601 1.1409 0.56
C 0.193042 -2.215678 4.506657 -0.0992 0.0687 0.1096 -1.88
C 0.184120 2.969251 2.248205 0.0015 -2.8147 -2.4153 -0.10
C -4.362212 -0.346669 -1.776950 0.0532 -0.2903 0.9136 -0.78
C 1.790282 -3.696373 -2.442491 -0.6091 -0.2776 0.0404 2.38
C 1.908671 0.429993 -4.072406 0.1191 -0.0302 -0.0644 -1.80
C -0.860342 -3.750688 1.442500 0.2215 0.4667 0.7167 2.05
C -1.732121 -4.541637 2.420605 0.0774 -0.4540 -0.1627 -1.99
C 1.309396 4.927338 3.160188 -0.0637 -0.0461 0.0684 -0.36
C -4.035719 -0.725238 -0.488756 -0.5316 0.2598 -0.6945 -0.96
H 3.826881 -3.298427 -1.844305 -0.0914 -0.2279 0.0645 0.37
H -2.181777 4.457396 -1.233989 0.1387 -0.2203 -0.0638 0.58
H -2.481800 -3.603540 -0.025310 0.2847 -0.0109 0.0156 0.32
H 2.804871 -2.360164 -3.817682 -0.1820 -0.1598 -0.0837 0.39
H -0.458862 -0.021967 -3.569319 -0.1737 0.3155 0.3425 0.57
H -1.325937 -4.553529 3.440122 -0.1139 0.0338 -0.2701 0.30
H -3.542492 0.370106 -3.675732 -0.0878 -0.0366 0.3375 0.49
H -2.514012 -3.027695 4.249817 0.0775 0.3001 0.0353 0.30
H 1.981612 4.926547 2.298130 -0.2055 0.0184 0.3301 0.46
H 1.497172 4.564567 -1.726898 -0.2677 0.0081 0.1063 0.21
H 2.874567 0.309766 -4.588447 -0.1884 0.0451 0.1451 0.63
H -1.777800 -5.588901 2.081045 -0.0255 0.1661 0.1050 0.54
H 0.118134 0.402429 3.693559 -0.0486 -0.1280 0.0256 0.15
H -1.415794 3.228524 4.364339 0.3206 0.2384 0.0444 0.42
H 1.141440 -2.790057 -4.313179 0.2156 -0.0571 0.0315 0.36
H -1.401981 1.437234 -3.841435 0.0141 -0.3003 0.2343 0.31
H 0.279590 4.391594 -3.982062 -0.2986 -0.0787 0.1501 0.35
H -0.926930 0.205035 5.111521 0.0435 -0.0879 -0.2259 0.62
H -3.158170 -1.400188 3.952495 0.1741 -0.0789 0.0504 0.34
H -1.115897 4.876460 6.212226 0.2107 0.0511 -0.2930 0.40
H 0.126340 -3.310123 4.461458 -0.0289 0.2672 -0.0239 0.32
H 1.161889 -1.912918 4.086739 -0.1759 -0.0492 0.0321 0.30
H -1.163729 3.361983 -4.162747 0.0988 0.1888 0.1644 0.19
H 0.624204 -5.318073 1.250034 0.0799 0.1760 0.0838 0.52
H 0.609640 4.132712 -0.248686 -0.0605 0.0344 -0.2644 0.04
H 0.706626 6.575572 6.079626 -0.0318 -0.2260 -0.2423 0.40
H 0.565291 -5.252593 -1.523602 0.0477 0.1008 -0.3096 0.23
H -3.229356 -1.346880 1.870546 0.2099 -0.2721 -0.3505 0.02
H 3.362002 2.718027 -4.345390 -0.2123 0.0912 0.0593 0.52
H -0.856164 -3.350678 -0.708476 -0.2890 -0.0494 0.1331 0.02
H -1.385719 -4.985246 -0.255649 0.0188 0.2107 0.1381 0.59
H 1.668906 3.084468 -4.707526 0.1899 -0.0639 0.2708 0.38
H 4.073974 1.283480 -2.578226 -0.1837 0.0146 0.1624 0.58
H 3.539453 -4.975229 -2.363294 -0.2151 0.1867 0.0371 0.42
H 2.977708 -4.430867 -0.764105 0.0440 0.0000 -0.2228 0.36
H -1.299007 4.965878 -3.428635 0.1164 -0.1607 -0.1160 0.51
H 1.139287 0.575557 -4.843272 0.2347 -0.0186 0.1982 0.36
H -0.130671 -4.532943 -3.007209 0.1938 -0.1641 0.1787 0.40
H 0.041943 5.474239 -1.271298 0.1507 -0.2138 0.0249 0.52
H -2.762822 -4.163245 2.438182 0.2589 -0.0339 -0.0028 0.40
H 2.461497 3.767170 -3.247414 -0.0835 -0.2507 -0.2458 0.31
H 2.464345 -3.966096 -4.484506 -0.1475 0.0907 0.2952 0.50
H -2.306444 -1.762013 5.461228 -0.0683 -0.0119 -0.1849 0.53
H -5.393565 -0.386782 -2.123535 0.2004 -0.0481 0.0890 0.40
H 2.247723 6.612362 4.116644 -0.2895 -0.2551 0.0493 0.39
H -4.787805 -1.080105 0.220191 0.2202 0.0944 -0.3424 0.46
H 2.954748 0.353173 -1.566142 -0.0582 0.2153 -0.1457 0.03
H -2.514712 2.842759 -1.887932 0.1603 0.0849 0.1435 0.34
H 3.161712 2.103346 -1.288096 -0.0318 -0.1142 -0.2034 0.30
H 0.186049 -1.927406 5.568427 0.0343 -0.1052 -0.1828 0.51
H 1.241265 -5.665830 -3.118657 -0.0858 0.2390 0.1335 0.50
H 1.203113 -3.722238 0.712868 -0.1433 -0.0792 0.2538 0.07
H 1.705102 -0.506909 -3.535466 -0.0240 0.3253 -0.1502 -0.19
H 1.073253 -4.079697 2.450657 -0.1217 -0.0643 -0.2516 0.27
H -1.651571 3.020776 -0.333713 -0.0576 0.0305 -0.2793 0.14
H -1.642507 0.572486 3.529183 0.1038 -0.2032 0.0012 0.34
```
Forces are in eV/Å.

Calculated values
Maximum force ... 4.220 eV/Å
2S+1 ... 1
HOMO energy ... -8.13 eV
Net charge ... +1
DFT total energy ... -81771.854 eV
Gap between HOMO and LUMO ... 5.3 eV

---

[2]
DFT (ωB97M-V with the def2-TZVPD basis set) results for a molecular structure, C4H3IrLi2O2 in a non-equilibrium geometry.

Structure (XYZ):
```
12
Properties=species:S:1:pos:R:3:forces:R:3:lowdin_spin:R:1
Ir 1.447767 -0.194983 1.003790 0.2464 -0.2520 2.5792 2.33
O 1.613882 -0.541994 -0.847024 -0.4748 -0.8418 -0.7211 0.24
O -0.291799 -0.149417 2.167021 0.7717 1.5855 -0.4008 0.18
C 0.344975 -1.079823 -1.049794 -0.3370 -1.2676 -1.4609 0.16
C -0.819510 -0.517378 -0.671139 1.5801 1.5754 0.5917 0.62
C -0.823970 0.802552 0.016556 -2.9379 -3.1369 -1.4064 0.27
C -0.463787 0.901050 1.352485 -0.2946 3.0415 -2.2765 0.15
Li 2.061491 0.391034 -2.151148 0.8427 1.0257 -1.5770 0.01
Li -1.581362 -1.282595 1.172210 -0.4625 -0.4420 0.5094 0.01
H -1.553589 1.541198 -0.334197 0.7369 0.2257 -0.3494 0.01
H -0.333115 2.091652 1.043488 0.4496 -1.5502 4.0393 0.01
H 0.399017 -1.961296 -1.702250 -0.1206 0.0367 0.4725 0.01
```
Forces are in eV/Å.

Calculated values
Maximum force ... 4.522 eV/Å
2S+1 ... 5
HOMO energy (spin up / spin down) ... -16.86 / -18.30 eV
Energy relative to the best compared isomer or geometry (same formula, charge and spin) ... 0.00 kJ/mol
Net charge ... +2
DFT total energy ... -11515.988 eV
Gap between HOMO and LUMO (spin up / spin down) ... 8.3 / 7.6 eV
⟨S²⟩ ... 6.03

---

Question: Which value of maximum force does entry 2 give?
Answer: 4.522 eV/Å